Version i
Here is a single C11H14N2O3 molecule from OMol25. Energies are from wB97M-V/def2-TZVPD.

Each line ends with the natural charge from an NBO analysis.
Geometry (Å):
N (0.844, -2.471, 0.149)  -0.845
C (0.836, -2.124, 1.572)  -0.318
C (0.056, -0.816, 1.744)  0.682
O (0.394, 0.008, 2.574)  -0.614
N (-1.023, -0.745, 0.897)  -0.626
C (-1.705, 0.465, 0.630)  -0.170
C (-1.474, 0.864, -0.842)  -0.421
C (0.029, 0.993, -1.100)  -0.020
C (0.811, 2.094, -0.633)  -0.195
C (2.172, 2.175, -0.964)  -0.209
C (2.811, 1.142, -1.651)  -0.225
C (2.068, 0.063, -2.029)  -0.224
C (0.689, 0.055, -1.827)  -0.214
C (-3.146, 0.563, 1.049)  0.783
O (-3.871, 1.422, 0.654)  -0.596
O (-3.451, -0.249, 2.041)  -0.656
H (1.007, -3.446, -0.041)  0.366
H (1.632, -2.020, -0.253)  0.366
H (0.281, -2.901, 2.126)  0.213
H (1.805, -2.019, 2.032)  0.207
H (-1.008, -1.478, 0.181)  0.422
H (-1.150, 1.139, 1.302)  0.262
H (-2.047, 1.744, -1.122)  0.248
H (-1.920, 0.083, -1.449)  0.208
H (0.364, 2.922, -0.081)  0.218
H (2.757, 3.063, -0.705)  0.218
H (3.869, 1.114, -1.985)  0.220
H (2.561, -0.838, -2.514)  0.211
H (0.126, -0.855, -2.110)  0.210
H (-4.318, 0.052, 2.355)  0.496

net charge: 0
HOMO energy: -9.33 eV
SMILES: NCC(=O)N[C@@H](Cc1ccccc1)C(=O)O
HOMO-LUMO gap: 10.02 eV


Version ii
Here is a single C11H14N2O3 molecule from OMol25. Energies are from wB97M-V/def2-TZVPD.

Each line ends with the natural charge from an NBO analysis.
Geometry (Å):
N (-3.628, -2.250, 0.710)  -0.796
C (-2.608, -1.261, 0.552)  -0.328
C (-2.925, -0.021, -0.349)  0.666
O (-3.818, 0.010, -1.116)  -0.589
N (-2.128, 1.101, -0.136)  -0.654
C (-0.704, 1.007, 0.301)  -0.120
C (0.057, 0.299, -0.846)  -0.427
C (1.433, -0.127, -0.418)  -0.068
C (1.619, -1.371, 0.126)  -0.191
C (2.829, -1.799, 0.560)  -0.218
C (3.968, -1.030, 0.251)  -0.193
C (3.869, 0.072, -0.604)  -0.219
C (2.574, 0.533, -0.840)  -0.179
C (-0.141, 2.505, 0.647)  0.798
O (0.660, 2.834, 1.468)  -0.563
O (-0.732, 3.469, -0.126)  -0.698
H (-3.834, -2.677, -0.188)  0.357
H (-4.470, -1.708, 0.910)  0.357
H (-1.562, -1.773, 0.400)  0.202
H (-2.581, -0.834, 1.492)  0.203
H (-2.324, 1.899, -0.739)  0.412
H (-0.716, 0.472, 1.254)  0.229
H (-0.055, 0.962, -1.782)  0.231
H (-0.541, -0.551, -1.161)  0.229
H (0.727, -1.934, 0.421)  0.201
H (2.974, -2.768, 0.984)  0.219
H (5.017, -1.346, 0.512)  0.214
H (4.820, 0.593, -0.894)  0.226
H (2.439, 1.478, -1.425)  0.206
H (-0.217, 4.218, 0.038)  0.495

net charge: 0
HOMO energy: -9.35 eV
SMILES: NCC(=O)N[C@@H](Cc1ccccc1)C(=O)O
HOMO-LUMO gap: 9.93 eV


Tell me which of them is the most stable. Sure, it is version i.